Entry from the OMol25 dataset: C16H23F6N3PRh as an isolated structure (ωB97M-V with the def2-TZVPD basis set).

Summary:
**E_tot**: -1837.9434 Ha
**Frontier orbital gap (alpha / beta)**: 6.81 / 5.71 eV
**Lowest unoccupied orbital energy (alpha / beta)**: -11.5 / -12.7 eV
**Molar mass**: 505.25 Da

Structure (ORCA input):
```
! wB97M-V def2-TZVPD RIJCOSX def2/J DEFGRID3
* xyz 3 2
Rh -0.125 -0.729 0.236
P -1.825 0.093 -2.216
F -0.557 -1.089 -1.835
F -2.917 1.181 -2.280
F -2.784 -1.126 -2.378
F -2.139 -0.057 -0.450
F -1.338 0.136 -3.674
F -0.690 1.175 -1.720
N -0.418 1.236 1.225
N 3.176 0.490 3.928
N 1.818 0.059 -0.419
C -1.443 -3.405 0.809
C 1.393 1.825 2.863
C 3.283 0.847 1.482
C -3.823 -3.660 0.582
C 2.346 0.649 2.669
C -2.504 -5.602 1.290
C -0.213 -2.680 0.770
C 1.603 2.395 0.404
C 0.648 2.205 1.581
C 1.064 -4.697 1.285
C 2.542 1.208 0.190
C -1.342 -4.838 1.179
C 0.982 -3.291 0.971
C -2.716 -2.873 0.506
C -0.059 -5.433 1.394
C -3.725 -5.049 0.994
H 1.913 -2.740 0.885
H 0.000 -6.488 1.628
H -4.792 -3.249 0.332
H 3.695 1.352 4.130
H 3.953 1.687 1.688
H -2.427 -6.638 1.592
H 2.036 -5.151 1.422
H -2.827 -1.850 0.189
H 3.869 -0.261 3.847
H 2.598 0.293 4.750
H -1.081 1.117 1.991
H 2.212 3.280 0.596
H -0.963 1.614 0.446
H -4.622 -5.653 1.049
H 1.963 2.709 3.166
H 1.041 2.603 -0.509
H 0.680 1.615 3.666
H 3.914 -0.035 1.330
H 2.454 -0.719 -0.586
H 3.303 1.510 -0.534
H 1.477 0.342 -1.341
H 1.783 -0.281 2.560
H 0.159 3.164 1.773
*
```

These are the Löwdin partial charges, in e, on atoms 1 to 5: Rh 1.1616; P 0.2759; F -0.2602; F -0.0209; F -0.0542

***

Entry from the OMol25 dataset: a 2-piece molecular cluster, C16H23IN2O5 overall (ωB97M-V with the def2-TZVPD basis set).

Summary:
**E_tot**: -1406.9549 Ha
**Frontier orbital gap**: 9.06 eV
**Lowest unoccupied orbital energy**: -0.2 eV
**SMILES string**: CC[C@H](C)[C@H](NC(C)=O)C(=O)NC.O=C(O)c1ccc(O)c(I)c1
**Molar mass**: 450.27 Da

Structure (ORCA input):
```
! wB97M-V def2-TZVPD RIJCOSX def2/J DEFGRID3
* xyz 0 1
I -3.027 -2.190 -4.341
O 2.008 -1.091 -6.754
O 0.215 2.155 4.006
O -3.355 0.888 1.536
O 3.757 -1.587 -5.420
O -1.222 -3.198 -1.713
N -0.355 2.677 1.881
N -2.346 1.135 3.525
C 1.015 -2.843 -2.440
C -0.823 -2.303 -3.912
C -3.519 0.883 4.357
C 0.090 -1.891 -4.888
C -0.354 -2.782 -2.683
C 1.479 -1.945 -4.657
C 2.436 -1.508 -5.691
C 0.174 2.950 3.077
C 1.128 0.506 0.419
C -1.027 1.433 1.441
C 1.929 -2.429 -3.415
C -0.039 0.234 1.401
C -2.340 1.120 2.188
C 2.303 -0.472 0.560
C 0.756 4.333 3.244
C -0.757 -1.072 1.006
H 0.374 0.093 2.400
H -0.316 3.421 1.203
H -2.135 -3.089 -2.030
H 1.366 -3.220 -1.485
H -0.292 -1.524 -5.839
H 2.656 -0.481 1.592
H 3.119 -0.151 -0.088
H -1.538 -1.318 1.726
H -4.198 1.736 4.304
H -3.215 0.727 5.393
H -0.028 5.074 3.105
H 1.546 4.484 2.511
H 4.188 -1.253 -6.221
H 2.006 -1.478 0.267
H 1.170 4.425 4.248
H -4.044 -0.006 3.999
H 0.758 0.471 -0.607
H -1.465 1.349 3.984
H 1.531 1.503 0.593
H 2.994 -2.488 -3.202
H -1.206 -0.967 0.017
H -0.059 -1.907 0.994
H -1.336 1.599 0.408
*
```

These are the Löwdin partial charges, in e, on atoms 1 to 5: I 0.8117; O 0.0874; O 0.0288; O 0.0429; O 0.1113

***

Entry from the OMol25 dataset: C16H23IrN2PTe4 as an isolated structure (ωB97M-V with the def2-TZVPD basis set).

Summary:
**E_tot**: -2250.5501 Ha
**Frontier orbital gap (alpha / beta)**: 6.23 / 5.97 eV
**Lowest unoccupied orbital energy (alpha / beta)**: -3.3 / -4.4 eV
**Molar mass**: 976.97 Da

Structure (ORCA input):
```
! wB97M-V def2-TZVPD RIJCOSX def2/J DEFGRID3
* xyz 1 5
Ir -0.256 0.086 -0.102
Te 0.018 -1.375 -2.686
Te -3.235 -4.030 -3.510
Te -1.750 -2.174 -4.641
Te -1.263 -2.314 -0.481
P -1.895 1.739 -0.624
N 2.109 0.213 0.024
N -0.018 0.135 2.295
C -0.558 4.144 -0.261
C -0.556 5.997 -1.780
C -1.267 5.240 -2.695
C 1.013 0.975 2.919
C -1.667 3.954 -2.380
C -3.012 1.233 -1.986
C -0.195 5.443 -0.563
C 2.422 0.591 2.470
C 2.770 1.037 1.051
C -5.269 2.351 1.658
C -1.337 3.402 -1.147
C -2.546 2.720 1.895
C -3.385 3.133 2.911
C -4.432 1.964 0.626
C -3.058 2.167 0.724
C -4.755 2.957 2.791
H -1.519 5.654 -3.662
H -0.266 7.007 -2.022
H -1.479 2.837 2.022
H -0.932 0.418 2.643
H 2.464 -0.741 0.106
H -4.864 1.497 -0.242
H -5.411 3.275 3.585
H -2.969 3.592 3.796
H 0.118 -0.826 2.604
H -6.330 2.182 1.572
H -3.477 0.286 -1.712
H -2.436 1.070 -2.897
H 2.404 0.549 -0.892
H -3.783 1.978 -2.175
H 0.966 0.902 4.012
H 3.859 0.991 0.928
H -0.230 3.704 0.668
H 0.372 6.021 0.150
H 3.134 1.062 3.150
H 2.465 2.076 0.902
H -2.227 3.387 -3.110
H 2.552 -0.491 2.558
H 0.816 2.014 2.650
*
```

These are the Löwdin partial charges, in e, on atoms 1 to 5: Ir 0.3457; Te -0.0001; Te 0.1210; Te 0.0086; Te 0.1615

***

Entry from the OMol25 dataset: an isolated ion of composition C16H23N2O2P and charge +2 (ωB97M-V with the def2-TZVPD basis set).

Summary:
**E_tot**: -1223.9575 Ha
**Frontier orbital gap**: 6.66 eV
**Lowest unoccupied orbital energy**: -7.8 eV
**Molar mass**: 306.35 Da

Structure (ORCA input):
```
! wB97M-V def2-TZVPD RIJCOSX def2/J DEFGRID3
* xyz 2 1
P -0.025 -1.758 -6.139
O 0.586 -0.264 -6.777
O -1.849 2.915 1.855
N 0.125 -1.660 -4.346
N 0.926 -0.004 3.112
C -0.283 -0.743 2.829
C -0.600 -1.236 1.370
C 0.433 -0.903 0.266
C 0.105 1.662 4.884
C -3.019 2.155 1.423
C -1.697 2.860 3.298
C 1.950 0.314 2.147
C 1.140 0.477 4.527
C 0.183 -0.028 -2.258
C -0.120 2.728 3.701
C 1.741 -0.122 0.681
C 0.317 -2.679 -1.893
C 0.222 -2.786 -3.453
C 0.101 -0.303 -3.791
C 0.305 -1.257 -1.277
C 1.116 -3.082 -6.858
H 0.393 -3.586 -1.210
H 0.489 -3.740 -7.575
H 0.481 2.519 2.747
H 0.180 1.041 -1.825
H 0.001 0.633 -4.454
H 2.557 0.144 -0.088
H 0.234 -3.840 -3.913
H 2.866 0.898 2.509
H 1.972 -2.649 -7.501
H -1.550 -1.815 1.125
H -2.283 1.980 3.752
H -2.051 3.870 3.736
H 1.592 -3.786 -6.094
H 0.425 2.262 5.820
H 1.536 -0.415 -7.002
H -0.893 1.144 5.162
H 0.957 -0.412 5.241
H 2.234 0.772 4.660
H -3.996 2.744 1.600
H -3.070 1.137 1.942
H -2.955 1.968 0.292
H 0.214 3.778 4.054
H -0.992 -0.932 3.716
*
```

These are the Löwdin partial charges, in e, on atoms 1 to 5: P 0.9654; O -0.3008; O -0.2382; N -0.2490; N -0.0916

***

Entry from the OMol25 dataset: the molecule C16H23N3O2S (ωB97M-V with the def2-TZVPD basis set).

Summary:
**E_tot**: -1336.4177 Ha
**Frontier orbital gap**: 8.44 eV
**Lowest unoccupied orbital energy**: 0.7 eV
**SMILES string**: CCCCOC[C@H](O)CCc1n[nH]c(=S)n1-c1ccccc1
**Molar mass**: 321.45 Da

Structure (ORCA input):
```
! wB97M-V def2-TZVPD RIJCOSX def2/J DEFGRID3
* xyz 0 1
S -3.832 1.950 -1.788
O 1.475 -1.159 -1.120
O 0.325 -1.882 2.234
N -3.615 -1.845 -1.295
N -2.818 -0.071 -0.268
N -4.029 -0.725 -1.931
C -1.220 1.680 0.202
C -0.861 2.408 2.460
C 0.241 -1.630 0.852
C -2.891 -1.444 -0.300
C -2.178 -2.384 0.603
C -0.721 -2.599 0.156
C 2.682 -0.963 -1.827
C -0.575 2.502 1.108
C 3.453 2.722 -0.854
C 1.623 -1.663 0.185
C -2.156 0.761 0.660
C -2.463 0.678 2.012
C 3.496 0.245 -1.353
C -3.555 0.400 -1.338
C -1.805 1.500 2.909
C 2.664 1.526 -1.370
H 4.360 0.349 -2.012
H 0.642 -2.783 2.367
H -0.418 -3.621 0.398
H 2.018 -2.693 0.156
H 2.846 3.623 -0.888
H 3.298 -1.873 -1.779
H -3.219 -0.014 2.353
H -0.135 -0.607 0.771
H 2.367 -0.808 -2.862
H -2.038 1.435 3.961
H -4.616 -0.768 -2.746
H 0.153 3.216 0.756
H 1.776 1.376 -0.752
H -1.006 1.742 -0.854
H 3.768 2.559 0.175
H -2.719 -3.329 0.555
H 4.341 2.885 -1.461
H 2.328 1.720 -2.390
H -0.630 -2.465 -0.922
H 2.308 -1.048 0.782
H 3.872 0.069 -0.343
H -2.179 -2.021 1.631
H -0.354 3.049 3.165
*
```

These are the Löwdin partial charges, in e, on atoms 1 to 5: S 0.6040; O -0.1501; O -0.0122; N 0.1148; N 0.0520

***

Entry from the OMol25 dataset: the molecule C16H23N3O3 (ωB97M-V with the def2-TZVPD basis set).

Summary:
**E_tot**: -1013.4584 Ha
**Frontier orbital gap**: 8.54 eV
**Lowest unoccupied orbital energy**: 0.7 eV
**SMILES string**: COc1ccccc1N1CCN(C(=O)N2CCOCC2)CC1
**Molar mass**: 305.38 Da

Structure (ORCA input):
```
! wB97M-V def2-TZVPD RIJCOSX def2/J DEFGRID3
* xyz 0 1
O -0.407 -5.478 -0.480
O -0.172 -2.670 2.537
O -2.043 2.868 -0.621
N 0.355 1.563 0.117
N 0.499 -1.052 1.102
N 1.010 -3.280 0.671
C -0.576 -4.173 -0.977
C -0.221 -0.032 1.835
C 1.078 0.550 -0.619
C 1.606 4.827 -1.014
C 0.672 -3.309 -0.743
C 1.611 -0.492 0.367
C 0.441 5.505 -1.312
C -0.860 3.556 -0.726
C -0.782 4.871 -1.164
C -3.247 3.547 -0.874
C 1.538 3.526 -0.551
C -0.138 -5.451 0.908
C -0.761 1.003 0.845
C 0.323 2.863 -0.393
C 1.119 -4.631 1.205
C 0.396 -2.352 1.509
H 0.446 0.462 2.554
H 1.521 -3.741 -1.286
H -1.265 1.796 1.394
H -4.036 2.820 -0.687
H 0.472 6.524 -1.664
H -1.487 0.519 0.175
H -0.777 -4.274 -2.045
H 1.988 -5.099 0.733
H -3.378 4.402 -0.204
H 0.477 -2.303 -1.110
H 2.446 3.004 -0.287
H -3.310 3.885 -1.914
H -1.439 -3.694 -0.486
H -0.006 -6.490 1.214
H 2.171 -1.276 -0.140
H 2.565 5.310 -1.125
H 1.272 -4.563 2.282
H 2.284 0.014 1.074
H -1.680 5.411 -1.419
H -0.988 -5.013 1.450
H 0.412 0.053 -1.348
H -1.033 -0.512 2.382
H 1.902 1.007 -1.166
*
```

These are the Löwdin partial charges, in e, on atoms 1 to 5: O -0.1307; O 0.0720; O -0.1146; N -0.0995; N -0.0498

***

Entry from the OMol25 dataset: the molecule C16H23N3OS (ωB97M-V with the def2-TZVPD basis set).

Summary:
**E_tot**: -1261.2437 Ha
**Frontier orbital gap**: 8.84 eV
**Lowest unoccupied orbital energy**: 0.8 eV
**SMILES string**: Cc1cccc(C)c1NC(=S)NCCCN1CCCC1=O
**Molar mass**: 305.45 Da

Structure (ORCA input):
```
! wB97M-V def2-TZVPD RIJCOSX def2/J DEFGRID3
* xyz 0 1
S 0.436 2.592 -0.777
O 1.061 -1.300 0.928
N -0.874 0.852 0.742
N 2.158 0.538 1.699
N -0.542 0.270 -1.453
C 1.978 -0.501 0.868
C -3.366 -2.815 -1.637
C -3.349 0.895 -0.952
C 1.294 0.860 2.805
C -3.768 -1.534 -1.313
C 3.344 1.315 1.416
C 0.356 -2.340 -2.094
C 3.702 0.905 -0.014
C -2.034 -3.068 -1.911
C 0.421 2.088 2.519
C -1.504 -0.765 -1.490
C 3.128 -0.505 -0.125
C -2.855 -0.489 -1.248
C -0.927 1.753 1.865
C -1.091 -2.055 -1.842
C -0.368 1.176 -0.462
H 0.907 -2.185 -1.167
H 0.214 2.618 3.449
H -2.716 1.650 -1.412
H 4.772 0.948 -0.202
H 0.000 0.431 -2.290
H 0.494 -3.369 -2.415
H -1.718 -4.066 -2.175
H -4.363 1.014 -1.330
H -3.366 1.080 0.122
H 0.673 -0.020 2.998
H 3.846 -1.265 0.193
H 2.790 -0.757 -1.128
H -1.592 1.299 2.605
H 4.139 1.056 2.128
H 1.921 1.047 3.684
H -1.373 2.692 1.520
H 3.138 2.384 1.499
H -4.811 -1.329 -1.121
H 3.193 1.567 -0.715
H 0.766 -1.679 -2.858
H 0.965 2.763 1.859
H -4.090 -3.614 -1.686
H -0.989 -0.137 0.917
*
```

These are the Löwdin partial charges, in e, on atoms 1 to 5: S 0.6683; O 0.0367; N 0.0042; N -0.0616; N 0.0587

***

Entry from the OMol25 dataset: C16H23N4PSV as an isolated structure (ωB97M-V with the def2-TZVPD basis set).

Summary:
**E_tot**: -2524.7508 Ha
**Frontier orbital gap (alpha / beta)**: 6.02 / 6.74 eV
**Lowest unoccupied orbital energy (alpha / beta)**: -1.0 / -1.7 eV
**Molar mass**: 385.37 Da

Structure (ORCA input):
```
! wB97M-V def2-TZVPD RIJCOSX def2/J DEFGRID3
* xyz 0 4
V -0.045 -0.465 0.596
S 0.812 1.135 -1.331
P -1.941 -1.039 -1.015
N 1.881 -3.581 -1.620
N 0.594 -1.631 -0.458
N 2.080 -5.601 -0.322
N -1.681 2.783 -1.004
C 3.512 -1.407 1.569
C 1.300 0.949 2.199
C -0.880 2.130 -1.364
C -1.385 1.116 1.917
C 1.583 -2.816 -0.648
C -1.384 -0.358 2.120
C 1.822 -4.601 -0.856
C 0.464 1.684 1.669
C -0.166 -1.263 2.514
C -1.476 -0.545 -3.034
C -2.365 2.052 1.992
C -3.641 -0.409 -0.576
C 1.345 -0.649 2.130
C 2.049 -2.786 2.703
C 2.620 -1.583 2.735
C -2.192 -2.688 -0.733
H -2.078 -1.035 2.488
H 1.398 -3.246 3.593
H -0.465 -1.108 -3.190
H 4.589 -1.812 1.906
H 2.900 -1.671 0.590
H 0.017 -2.099 2.742
H 0.231 2.587 1.863
H -2.136 2.332 2.779
H -3.332 1.349 1.365
H -1.938 0.296 -2.847
H 2.992 -2.819 3.240
H 1.881 -3.484 2.234
H -2.075 -3.261 0.618
H -1.297 -3.558 -1.063
H -1.937 2.925 1.326
H -3.725 0.796 -0.437
H -3.077 -3.293 -1.220
H -2.489 -1.631 -3.068
H 2.179 1.170 2.083
H 3.730 -0.606 1.254
H 2.948 -0.767 3.826
H -3.872 -1.129 -1.311
H -3.879 -0.630 0.590
*
```

These are the Löwdin partial charges, in e, on atoms 1 to 5: V 0.3640; S 0.4640; P 0.6772; N 0.1411; N -0.2047

***

Entry from the OMol25 dataset: C16H23O8PPdSe as an isolated structure (ωB97M-V with the def2-TZVPD basis set).

Summary:
**E_tot**: -4096.0788 Ha
**Frontier orbital gap (alpha / beta)**: 5.89 / 5.99 eV
**Lowest unoccupied orbital energy (alpha / beta)**: 4.2 / 4.2 eV
**Molar mass**: 559.71 Da

Structure (ORCA input):
```
! wB97M-V def2-TZVPD RIJCOSX def2/J DEFGRID3
* xyz -2 3
Pd 0.846 1.709 0.460
Se -0.168 3.511 -1.184
P -2.680 -0.211 0.039
O 1.011 -0.652 1.092
O -1.767 3.667 -1.552
O 0.728 4.713 -1.847
O -0.022 3.637 0.549
O 2.854 1.208 -0.078
O 4.246 -0.255 0.918
O -1.536 0.628 -0.385
O 1.765 0.683 2.725
C -3.869 -2.635 -0.978
C -2.374 -1.085 4.546
C -4.329 1.064 -1.739
C -4.236 0.723 -0.246
C -2.642 -0.578 1.818
C -2.025 -1.541 -2.240
C 1.914 0.032 1.671
C -2.576 -1.834 -0.833
C -3.538 -1.427 2.473
C -1.509 -2.657 -0.091
C -1.621 0.016 2.550
C -5.527 0.063 0.232
C -1.479 -0.245 3.907
C -4.035 2.042 0.523
C -3.411 -1.676 3.829
C 3.162 0.301 0.800
H -2.702 -0.936 -2.843
H -3.165 2.589 0.157
H -4.339 -1.908 1.926
H -4.109 -2.342 4.323
H -5.787 -0.841 -0.322
H -5.172 1.746 -1.883
H -6.342 0.780 0.090
H -4.927 2.656 0.359
H -3.941 1.870 1.598
H -3.424 1.574 -2.072
H -0.620 -2.063 0.136
H -4.347 -2.872 -0.027
H -4.598 -2.120 -1.605
H -1.885 -2.503 -2.744
H -1.890 -3.071 0.842
H -4.511 0.179 -2.354
H -3.629 -3.587 -1.464
H -0.642 0.191 4.434
H -1.213 -3.488 -0.740
H -5.496 -0.180 1.295
H -1.072 -1.019 -2.181
H -0.909 0.653 2.043
H -2.259 -1.295 5.603
*
```

These are the Löwdin partial charges, in e, on atoms 1 to 5: Pd 0.8750; Se 0.8385; P 0.8011; O -0.0891; O -0.6283